[1]
Entry from OMol25: C27H26NOS4Sb3Tl as an isolated structure (ωB97M-V/def2-TZVPD).

Each line ends with the natural charge from an NBO analysis.
Geometry (Å):
1 Tl -0.217 -2.460 -2.924  0.585
2 C 1.941 0.345 1.205  -0.798
3 C 0.884 0.403 2.314  -0.423
4 C -0.121 -0.757 2.293  -0.783
5 Sb -1.327 -1.028 0.487  1.188
6 C -2.256 -2.817 1.241  -0.380
7 C -2.399 -3.928 0.412  -0.205
8 C -3.023 -5.081 0.874  -0.212
9 C -3.505 -5.138 2.173  -0.215
10 C -3.373 -4.035 3.009  -0.261
11 C -2.757 -2.882 2.541  -0.171
12 C -2.929 0.230 1.190  -0.365
13 C -2.765 1.224 2.151  -0.180
14 C -3.842 2.000 2.571  -0.253
15 C -5.102 1.786 2.032  -0.222
16 C -5.277 0.800 1.069  -0.220
17 C -4.201 0.033 0.647  -0.220
18 Sb 1.333 1.252 -0.705  1.223
19 C 2.371 3.111 -0.278  -0.371
20 C 3.696 3.183 0.155  -0.165
21 C 4.294 4.402 0.441  -0.255
22 C 3.574 5.582 0.295  -0.221
23 C 2.260 5.531 -0.146  -0.228
24 C 1.669 4.305 -0.433  -0.221
25 C 2.994 0.371 -1.745  -0.367
26 C 3.864 1.145 -2.511  -0.156
27 C 4.912 0.557 -3.206  -0.247
28 C 5.100 -0.818 -3.158  -0.232
29 C 4.229 -1.602 -2.414  -0.211
30 C 3.187 -1.008 -1.712  -0.233
31 H 2.231 -0.691 1.015  0.208
32 H 2.845 0.878 1.504  0.209
33 H 0.359 1.365 2.277  0.184
34 H 1.389 0.394 3.288  0.186
35 H -0.813 -0.687 3.136  0.206
36 H 0.420 -1.702 2.403  0.212
37 H -2.081 -3.885 -0.622  0.246
38 H -3.160 -5.912 0.193  0.226
39 H -4.004 -6.032 2.529  0.193
40 H -3.765 -4.067 4.020  0.192
41 H -2.688 -2.018 3.193  0.191
42 H -1.792 1.401 2.591  0.193
43 H -3.692 2.770 3.318  0.195
44 H -5.943 2.387 2.358  0.193
45 H -6.257 0.628 0.639  0.204
46 H -4.348 -0.724 -0.117  0.248
47 H 4.278 2.273 0.256  0.202
48 H 5.326 4.434 0.772  0.196
49 H 4.040 6.535 0.515  0.194
50 H 1.695 6.447 -0.275  0.199
51 H 0.648 4.281 -0.797  0.219
52 H 3.706 2.213 -2.590  0.216
53 H 5.573 1.175 -3.802  0.196
54 H 5.909 -1.279 -3.712  0.195
55 H 4.344 -2.679 -2.392  0.204
56 H 2.502 -1.646 -1.164  0.216
57 S -4.005 -5.397 -3.182  -0.886
58 Sb -3.446 -3.350 -4.072  1.074
59 S -2.953 -1.785 -2.380  -0.959
60 S -1.497 -3.383 -5.360  -0.898
61 O 1.166 2.298 -3.533  -1.029
62 S 0.598 1.142 -4.277  1.306
63 N 0.205 -0.088 -3.597  -1.110

Summary:
electronic energy: -3660.48519 hartree
relative energy (zero: lowest compared OMol25 entry of this formula, charge and spin): 0.0 kcal per mole
HOMO (spin up / spin down): -1.34 / -1.97 eV
spin multiplicity: 2
net charge: -2

=====

[2]
Entry from OMol25: C27H27BBr2F4N5NaO3S as an isolated structure (ωB97M-V/def2-TZVPD).

Each line ends with the Löwdin charge.
Geometry (Å):
1 Na -0.788 -0.023 0.312  0.261
2 C 2.085 1.516 -1.310  -0.023
3 C 1.929 2.460 -0.152  -0.306
4 C 2.729 3.633 -0.141  -0.030
5 C 2.538 4.559 0.827  -0.028
6 C 1.550 4.352 1.820  -0.172
7 C 1.278 5.324 2.807  -0.090
8 C 0.307 5.072 3.736  -0.125
9 C -0.393 3.852 3.733  -0.154
10 C -0.157 2.848 2.799  -0.644
11 S -0.999 1.328 2.894  0.583
12 C 0.831 3.129 1.780  -0.215
13 N 1.044 2.206 0.786  0.157
14 H 3.114 1.143 -1.374  0.079
15 H 1.853 2.046 -2.233  0.074
16 H 1.406 0.675 -1.220  0.052
17 H 3.452 3.788 -0.934  0.111
18 H 3.117 5.477 0.843  0.106
19 H 1.829 6.259 2.800  0.091
20 H 0.073 5.820 4.489  0.086
21 H -1.147 3.660 4.486  0.077
22 C -3.320 1.119 -2.002  -0.018
23 C -3.670 -0.253 -1.486  -0.310
24 C -4.767 -0.977 -1.999  -0.028
25 C -5.039 -2.229 -1.526  -0.049
26 C -4.211 -2.814 -0.542  -0.203
27 C -4.387 -4.111 0.003  -0.646
28 Br -5.862 -5.209 -0.546  0.651
29 C -3.511 -4.617 0.927  -0.217
30 C -2.422 -3.856 1.347  -0.604
31 Br -1.212 -4.615 2.611  0.677
32 C -2.133 -2.542 0.884  -0.433
33 O -1.145 -1.864 1.252  -0.127
34 C -3.117 -2.031 -0.093  -0.118
35 N -2.897 -0.773 -0.559  0.146
36 H -4.159 1.576 -2.530  0.072
37 H -2.473 1.062 -2.693  0.085
38 H -3.005 1.777 -1.191  0.084
39 H -5.389 -0.530 -2.767  0.101
40 H -5.885 -2.786 -1.904  0.065
41 H -3.661 -5.609 1.326  0.079
42 C 0.605 -3.248 -4.180  -0.029
43 N 1.282 -2.793 -2.977  -0.051
44 C 2.617 -2.898 -2.810  -0.078
45 C 3.226 -2.459 -1.692  -0.021
46 C 2.385 -1.864 -0.684  -0.387
47 N 1.081 -1.726 -0.851  0.194
48 C 0.470 -2.174 -1.983  -0.471
49 O -0.721 -2.076 -2.233  0.072
50 N 2.946 -1.438 0.453  0.193
51 H 1.335 -3.703 -4.847  0.079
52 H 0.118 -2.413 -4.680  0.096
53 H -0.166 -3.973 -3.928  0.093
54 H 3.169 -3.349 -3.626  0.119
55 H 4.298 -2.540 -1.568  0.096
56 H 3.945 -1.445 0.528  0.100
57 H 2.420 -0.930 1.180  0.086
58 C 2.842 -1.491 4.401  -0.098
59 C 1.530 -1.038 3.790  -0.325
60 O 1.811 -0.121 2.739  -0.170
61 H 2.654 -2.198 5.215  0.065
62 H 3.392 -0.633 4.795  0.068
63 H 3.466 -1.986 3.650  0.059
64 H 0.904 -0.550 4.538  0.097
65 H 0.970 -1.898 3.405  0.103
66 H 0.980 0.396 2.584  -0.038
67 F 0.045 3.057 -4.523  0.046
68 B -0.194 3.747 -3.293  -1.186
69 F 1.010 4.393 -2.885  0.061
70 F -1.221 4.710 -3.475  0.063
71 F -0.585 2.800 -2.301  0.071

Summary:
electronic energy: -7677.91519 hartree
relative energy (zero: lowest compared OMol25 entry of this formula, charge and spin): 11.2 kcal per mole
HOMO: -1.76 eV
spin multiplicity: 1
net charge: -2